Entry 1:
{"formula": "C49H48N8O2S2Y", "method": "ωB97M-V/def2-TZVPD", "species": ["Y", "C", "C", "C", "C", "C", "C", "C", "C", "C", "C", "C", "C", "N", "C", "O", "C", "C", "C", "C", "C", "N", "C", "O", "N", "C", "C", "C", "C", "C", "C", "C", "C", "C", "C", "C", "C", "H", "H", "H", "H", "H", "H", "H", "H", "H", "H", "H", "H", "H", "H", "H", "H", "H", "H", "H", "H", "H", "H", "H", "H", "H", "H", "H", "H", "H", "H", "H", "H", "H", "H", "H", "H", "H", "S", "C", "C", "C", "C", "N", "C", "C", "C", "S", "C", "N", "H", "H", "N", "C", "C", "C", "C", "C", "N", "C", "C", "C", "C", "C", "N", "H", "H", "H", "H", "H", "H", "H", "H", "H"], "positions_angstrom": [[0.057499, -0.297121, -0.101049], [-2.085237, -2.804465, -3.313590], [-1.856128, -2.915641, -1.809053], [-1.271176, -4.279030, -1.430083], [-3.071411, -2.630972, -0.965959], [-4.340818, -2.928905, -1.444648], [-5.463813, -2.729638, -0.659608], [-5.312688, -2.206908, 0.610744], [-4.060423, -1.873857, 1.121622], [-4.007400, -1.263671, 2.511181], [-5.048035, -0.149502, 2.678824], [-4.242764, -2.320952, 3.596747], [-2.917865, -2.100672, 0.328099], [-1.614416, -1.726163, 0.794315], [-1.184032, -2.495722, 1.831720], [-1.695803, -3.531421, 2.237730], [0.001681, -1.934744, 2.584094], [0.536384, -2.535388, 3.710400], [1.557250, -1.871331, 4.370047], [1.987406, -0.621123, 3.934192], [1.387568, -0.088507, 2.812102], [0.438749, -0.758711, 2.164646], [1.576357, 1.337671, 2.337656], [2.245745, 2.094030, 3.040391], [0.865021, 1.634261, 1.229634], [0.736602, 3.045259, 0.982330], [-0.499470, 3.656069, 1.284093], [-0.726222, 4.979902, 0.920724], [0.257998, 5.745205, 0.321958], [1.506360, 5.184015, 0.151496], [1.775908, 3.858683, 0.492536], [3.226626, 3.422563, 0.409731], [3.861702, 3.754352, -0.939661], [4.046036, 4.084750, 1.526230], [-1.629027, 2.993237, 2.059409], [-1.222697, 2.347985, 3.388415], [-2.421926, 2.012458, 1.212669], [-1.119266, -2.843129, -3.819767], [-2.578176, -1.863696, -3.576312], [-2.693790, -3.625535, -3.699724], [-1.069523, -2.200895, -1.563466], [-1.999803, -5.067845, -1.635704], [-1.007514, -4.310561, -0.371747], [-0.359916, -4.469417, -1.998848], [-4.450126, -3.335242, -2.442314], [-6.448238, -2.977655, -1.037064], [-6.189912, -2.045436, 1.226464], [-3.014186, -0.831212, 2.650981], [-6.050611, -0.565677, 2.800500], [-5.075923, 0.520427, 1.819857], [-4.831669, 0.439145, 3.573165], [-5.248494, -2.738059, 3.494108], [-4.167261, -1.868259, 4.588811], [-3.519934, -3.128027, 3.519685], [0.161864, -3.498298, 4.023391], [2.016330, -2.322317, 5.240666], [2.742157, -0.047440, 4.451854], [-1.691507, 5.421639, 1.142265], [0.070260, 6.775060, 0.045118], [2.310854, 5.798813, -0.232095], [3.264486, 2.347633, 0.577402], [3.978187, 4.832954, -1.061413], [3.265836, 3.388937, -1.775180], [4.858755, 3.315818, -1.008781], [4.063753, 5.170223, 1.394732], [5.077694, 3.725360, 1.497571], [3.620696, 3.849069, 2.497996], [-2.308491, 3.813001, 2.309582], [-0.840269, 1.338614, 3.242826], [-2.097613, 2.273491, 4.039015], [-0.457608, 2.930925, 3.901513], [-1.810129, 1.129968, 1.019650], [-2.729064, 2.452595, 0.263481], [-3.304580, 1.666281, 1.746023], [1.371640, -1.904155, -1.733034], [2.881858, -2.752562, -1.466676], [3.844692, -2.648636, -2.460801], [5.075670, -3.291966, -2.375995], [6.036446, -3.119455, -3.424491], [6.802397, -2.942499, -4.266339], [5.335744, -4.074426, -1.239759], [4.386712, -4.179757, -0.241099], [3.134842, -3.522971, -0.295278], [2.020747, -3.653971, 0.989527], [6.587856, -4.773417, -1.103010], [7.581920, -5.341405, -0.994767], [3.627308, -2.041629, -3.330112], [4.604562, -4.779849, 0.631865], [0.276655, 1.948318, -3.245652], [1.528450, 1.497135, -2.814219], [2.565586, 1.549684, -3.757878], [3.819287, 1.140485, -3.377902], [4.017988, 0.702527, -2.071488], [2.939425, 0.663616, -1.227161], [1.699691, 1.056568, -1.587630], [-1.010370, 1.683811, -2.844329], [-2.031013, 2.316168, -3.577211], [-3.342077, 2.023586, -3.306052], [-3.640910, 1.114157, -2.294142], [-2.592029, 0.578561, -1.596270], [-1.288287, 0.841754, -1.843976], [0.324126, 2.480762, -4.097140], [2.359823, 1.874740, -4.769675], [4.638546, 1.145874, -4.084630], [4.989377, 0.374238, -1.731241], [3.033392, 0.261289, -0.224247], [-1.765987, 3.018438, -4.356531], [-4.130369, 2.497880, -3.876360], [-4.652340, 0.831346, -2.042858], [-2.792164, -0.111487, -0.787762]], "forces_ev_per_a": [[0.717, 0.293, 0.191], [0.025, 0.014, 0.030], [0.001, -0.196, -0.060], [0.037, 0.032, 0.011], [0.042, 0.067, 0.058], [-0.032, 0.006, -0.001], [0.008, -0.002, -0.018], [-0.008, 0.011, -0.007], [0.032, 0.034, -0.027], [-0.035, -0.058, -0.001], [0.021, 0.023, 0.023], [0.043, 0.032, -0.012], [0.017, -0.042, 0.018], [-0.296, -0.089, 0.115], [-0.036, -0.072, -0.060], [0.012, -0.007, 0.048], [-0.116, -0.058, 0.062], [0.030, 0.013, 0.002], [0.070, 0.030, 0.016], [-0.001, -0.053, 0.051], [-0.167, -0.006, -0.099], [-0.070, 0.048, -0.084], [-0.046, -0.016, 0.031], [-0.011, 0.018, 0.016], [0.241, 0.155, 0.209], [-0.079, -0.036, 0.002], [-0.058, 0.023, 0.011], [0.033, 0.045, -0.036], [-0.031, -0.057, 0.031], [0.014, -0.004, 0.004], [0.077, 0.052, -0.025], [0.004, -0.019, 0.078], [0.010, -0.001, -0.041], [-0.049, -0.010, -0.011], [0.081, -0.056, -0.010], [-0.004, 0.003, -0.010], [0.043, 0.029, 0.013], [0.001, -0.002, -0.008], [-0.001, -0.003, -0.018], [-0.002, -0.006, 0.015], [-0.127, 0.037, 0.001], [-0.009, -0.013, -0.007], [-0.027, -0.012, -0.026], [0.001, -0.001, -0.009], [0.001, 0.004, 0.005], [-0.008, -0.006, 0.001], [0.001, -0.010, -0.019], [0.013, 0.011, -0.002], [0.012, 0.005, 0.004], [0.011, 0.035, -0.025], [-0.001, 0.005, 0.006], [0.006, -0.009, -0.002], [-0.003, 0.003, 0.006], [0.017, -0.037, -0.001], [-0.020, 0.000, 0.001], [-0.004, 0.003, 0.004], [0.007, -0.003, 0.001], [-0.007, 0.006, 0.005], [-0.006, 0.005, -0.004], [0.007, 0.000, -0.010], [0.008, -0.015, -0.028], [0.001, 0.012, 0.011], [-0.005, 0.001, -0.020], [0.002, -0.021, -0.007], [-0.006, 0.000, -0.013], [0.006, 0.001, -0.006], [0.005, 0.009, 0.011], [-0.009, 0.007, -0.008], [-0.009, 0.007, -0.002], [-0.002, 0.000, 0.007], [0.005, 0.001, 0.001], [-0.075, -0.102, 0.013], [0.002, 0.007, 0.007], [-0.059, -0.037, 0.011], [-0.115, -0.390, -0.394], [0.124, 0.138, 0.026], [-0.029, 0.015, -0.029], [0.060, 0.042, -0.171], [-0.068, -0.005, 0.184], [0.005, 0.006, -0.070], [0.115, -0.103, 0.063], [-0.020, 0.019, 0.022], [0.042, 0.000, -0.037], [-0.037, 0.131, 0.118], [-0.134, 0.060, -0.043], [0.031, -0.003, 0.027], [0.004, -0.018, -0.013], [-0.017, -0.005, -0.003], [-0.051, 0.030, 0.087], [0.083, 0.002, -0.143], [-0.038, -0.008, 0.013], [-0.034, 0.012, 0.046], [0.198, -0.069, 0.051], [-0.345, -0.051, -0.206], [0.000, 0.158, 0.157], [0.124, -0.064, -0.003], [-0.058, 0.005, -0.012], [0.020, 0.028, -0.030], [-0.042, -0.023, 0.012], [0.072, -0.023, -0.058], [-0.142, 0.073, -0.038], [-0.007, -0.001, 0.006], [0.011, 0.010, 0.001], [-0.005, 0.007, -0.012], [-0.020, -0.045, 0.013], [0.048, 0.042, 0.008], [0.004, 0.000, -0.002], [0.001, -0.001, -0.001], [-0.005, 0.002, 0.000], [-0.017, 0.000, 0.018]], "e_homo_ev": -4.11, "energy_ev": -90330.3436, "fmax_ev_per_a": 0.80, "charge": -1, "homo_lumo_gap_ev": 5.737}

Entry 2:
{"formula": "C10H18OSi2", "method": "ωB97M-V/def2-TZVPD", "species": ["C", "C", "Si", "O", "Si", "C", "C", "C", "C", "C", "C", "C", "C", "H", "H", "H", "H", "H", "H", "H", "H", "H", "H", "H", "H", "H", "H", "H", "H", "H", "H"], "positions_angstrom": [[-1.772296, 1.937685, 1.930209], [-0.292090, 1.522211, 1.974524], [0.221688, 0.979446, 0.211234], [-1.048679, -0.141539, -0.527444], [-2.490436, -0.355512, -1.153166], [-2.364750, 0.035866, -3.020879], [-3.180531, -2.145425, -0.647173], [1.957603, 0.131163, 0.401578], [3.137265, 0.913611, 0.605333], [4.359369, 0.311639, 0.511120], [4.464341, -1.072033, 0.328590], [3.321952, -1.866809, 0.116667], [2.133489, -1.275348, 0.181659], [-1.767098, 2.548667, 1.100635], [-2.476917, 1.154856, 1.641035], [-2.112698, 2.511831, 2.884532], [-0.264963, 0.602422, 2.610786], [0.290852, 2.248903, 2.375365], [0.088705, 2.088320, -0.686308], [-3.308829, 0.488966, -0.240379], [-1.416986, -0.139019, -3.412679], [-3.182224, -0.622510, -3.459827], [-2.660203, 1.036369, -3.245395], [-2.617621, -2.841462, -1.255153], [-3.068852, -2.321363, 0.389839], [-4.134734, -2.349825, -1.093057], [3.089798, 1.951114, 0.919373], [5.193976, 0.948521, 0.675313], [5.361369, -1.505932, 0.122929], [3.236637, -2.853401, -0.079120], [1.302865, -1.921412, -0.160140]], "forces_ev_per_a": [[0.017, 0.240, 2.268], [-2.714, -4.268, -1.194], [-1.519, -2.822, 0.586], [4.772, 1.739, 2.358], [-1.509, -1.003, 0.480], [-3.401, -1.278, 1.400], [1.255, 1.605, -2.797], [-0.111, -0.117, -0.779], [-2.353, -0.816, 0.202], [0.115, -1.302, 0.473], [-2.209, 0.739, -0.708], [2.223, 3.014, 1.269], [-3.416, 2.262, -0.803], [-0.860, 2.206, -1.621], [0.261, -0.190, 0.579], [0.457, -1.066, -1.747], [0.609, 0.637, -0.294], [1.933, 2.163, 1.135], [0.366, 0.730, -0.574], [-0.524, 0.397, -0.715], [1.567, -0.636, -0.674], [1.206, 0.630, -0.030], [-0.159, 0.848, -0.033], [0.840, -0.506, 0.281], [-0.136, -0.239, 0.957], [-1.092, 0.327, 0.479], [-0.168, 0.082, -0.393], [0.938, 0.058, -0.060], [2.688, -1.025, -0.045], [0.940, -3.184, -0.635], [-0.017, 0.776, 0.633]], "e_homo_ev": -9.18, "energy_ev": -28465.5279, "fmax_ev_per_a": 5.60, "homo_lumo_gap_ev": 10.036}

Entry 3:
{"formula": "CHClF2O2", "method": "ωB97M-V/def2-TZVPD", "species": ["C", "O", "O", "F", "F", "Cl", "H"], "positions_angstrom": [[-3.011604, -0.432325, -0.004799], [0.031166, 0.727735, -0.084625], [-1.101977, 0.777508, 0.655719], [-3.165205, -1.477262, 0.841940], [-2.526017, -0.790334, -1.149668], [-3.953309, 0.941752, 0.010372], [0.819001, 0.238281, 0.481665]], "forces_ev_per_a": [[0.343, -0.629, 1.571], [1.102, -1.243, 2.332], [2.978, 0.188, -0.589], [-0.647, 0.872, -0.857], [0.133, -0.716, -1.156], [-1.046, -0.043, 0.164], [-2.863, 1.571, -1.466]], "e_homo_ev": [-7.59, -10.86], "energy_ev": -23098.6492, "fmax_ev_per_a": 3.58, "multiplicity": 3, "s_squared": 2.0069, "homo_lumo_gap_ev": [7.972, 9.350]}

Entry 4:
{"formula": "C3H29HfO13", "method": "ωB97M-V/def2-TZVPD", "species": ["Hf", "C", "O", "H", "H", "H", "C", "O", "H", "H", "H", "C", "O", "H", "H", "H", "O", "H", "H", "O", "H", "H", "O", "H", "H", "O", "H", "H", "O", "H", "H", "O", "H", "H", "O", "H", "H", "O", "H", "H", "O", "H", "H", "O", "H", "H"], "positions_angstrom": [[-0.962965, -17.045340, 14.907386], [-2.084908, -19.947036, 13.924960], [-1.409330, -18.881609, 14.576753], [-1.328632, -20.780979, 14.108304], [-2.328893, -19.697422, 12.923394], [-2.996761, -20.179280, 14.410651], [-3.916895, -17.213324, 15.484217], [-2.820886, -16.506039, 15.122172], [-4.659788, -16.513457, 15.804942], [-3.625738, -17.781039, 16.302212], [-4.211376, -17.842873, 14.637001], [0.445334, -14.345111, 15.740557], [-0.488643, -15.143859, 14.984129], [0.712739, -13.368795, 15.294022], [1.342225, -14.919171, 15.955865], [-0.018872, -13.983422, 16.645134], [-1.359754, -16.732946, 12.818549], [-0.811672, -16.998289, 12.114290], [-2.245294, -16.925143, 12.417245], [-6.031240, -14.045216, 15.533554], [-5.487238, -13.287148, 15.734224], [-5.865819, -14.269427, 14.638194], [-3.883440, -17.404398, 12.409015], [-4.310117, -18.240461, 12.509680], [-4.154587, -17.259137, 11.510685], [-0.817379, -17.231811, 16.975120], [0.065699, -17.012063, 17.419481], [-1.473876, -16.639593, 17.444379], [-5.659118, -19.278224, 12.731863], [-6.192476, -18.739670, 13.325669], [-5.297659, -19.931959, 13.242846], [-5.297567, -15.611320, 17.746308], [-5.081988, -16.294042, 17.150354], [-5.595536, -15.011750, 17.043012], [-2.524841, -15.416573, 17.828079], [-2.069616, -14.631744, 18.126158], [-3.429254, -15.261625, 17.813275], [-3.200137, -13.893305, 15.541142], [-3.560562, -13.591151, 14.718079], [-3.141130, -14.834125, 15.420399], [-7.200275, -17.246708, 14.400178], [-7.612466, -16.920938, 15.145098], [-7.135477, -16.486292, 13.858754], [-5.247500, -15.029508, 13.155972], [-4.362496, -14.721171, 13.063118], [-5.031927, -15.964278, 13.017782]], "forces_ev_per_a": [[-2.010, 1.320, -0.639], [3.001, -0.845, 1.802], [-0.504, -0.473, -0.463], [-1.552, 0.373, -1.141], [0.292, -0.003, -1.224], [-0.921, -0.282, 0.844], [-0.680, -0.575, -1.142], [2.251, 1.173, -0.905], [-0.786, 0.031, -0.817], [-0.103, -1.727, 1.745], [-0.598, 0.026, 0.562], [-0.843, 0.451, -0.705], [2.182, 0.710, 0.523], [0.022, -0.771, -0.599], [0.267, 0.123, 0.113], [-0.313, -0.386, 0.698], [-1.029, 0.453, -0.864], [1.767, -0.330, -1.355], [-0.481, -0.094, 1.059], [-1.029, 0.222, 1.835], [0.241, 0.305, 0.115], [0.348, -0.498, -1.512], [1.160, 1.684, -0.574], [-1.054, -2.002, 0.886], [-0.143, 0.662, -1.136], [2.498, 0.264, 2.475], [-1.672, -0.600, -0.620], [-0.677, 0.460, 0.056], [-0.938, 2.445, -2.063], [-0.503, 0.168, 0.311], [1.189, -2.890, 2.036], [-0.136, 1.247, 0.607], [0.325, -1.982, -0.073], [-0.495, 0.938, 0.179], [3.866, -1.220, 0.211], [-0.130, 0.410, 0.037], [-3.423, 0.541, 0.131], [0.034, 1.263, 0.600], [-0.102, 0.526, -0.544], [0.434, -1.053, -0.008], [1.465, -2.042, -1.830], [-1.497, 0.781, 2.833], [0.114, 1.250, -1.115], [-0.485, -0.805, -0.371], [1.115, 1.113, -0.147], [-0.468, -0.363, 0.188]], "e_homo_ev": -13.19, "energy_ev": -31502.4339, "fmax_ev_per_a": 4.06, "charge": 1, "homo_lumo_gap_ev": 9.490}

Entry 5:
{"formula": "C8H7NOS", "method": "ωB97M-V/def2-TZVPD", "species": ["O", "C", "C", "C", "C", "C", "C", "C", "C", "N", "S", "H", "H", "H", "H", "H", "H", "H"], "positions_angstrom": [[-0.062090, -2.192175, 0.518767], [0.677177, -1.265814, 0.173626], [1.995528, -1.231033, -0.294973], [2.604344, -0.110955, -0.752034], [1.876888, 1.136489, -0.946554], [0.612020, 1.244415, -0.460846], [0.006564, 0.085154, 0.160938], [-1.269269, 0.338929, 0.593559], [-2.133955, -0.694183, 1.021713], [-3.395553, -0.580406, 0.919074], [-4.355945, -1.690524, 1.692384], [2.422711, -2.170696, -0.310966], [3.592735, -0.278980, -1.021171], [2.493437, 1.835376, -1.455786], [0.077184, 2.187138, -0.738740], [-1.745189, 1.374612, 0.588106], [-1.474649, -1.583648, 1.455796], [-5.355732, -0.720281, 1.893978]], "forces_ev_per_a": [[2.031, -1.032, -0.436], [-3.687, 1.937, 0.288], [0.475, 0.532, 0.025], [-2.593, -0.641, 0.655], [0.617, -1.377, 0.917], [1.662, 0.848, -1.412], [-1.200, 2.028, -0.032], [0.108, 1.037, -1.014], [1.012, -2.515, 1.686], [0.636, 0.949, 0.202], [-1.626, 0.592, 0.454], [1.480, -1.701, -0.005], [1.746, 0.406, -0.796], [-0.340, 1.166, -0.355], [0.094, -1.065, 0.837], [0.980, -1.323, -0.278], [-2.186, 1.507, -0.491], [0.791, -1.345, -0.245]], "e_homo_ev": [-8.37, -8.37], "energy_ev": -22778.9394, "fmax_ev_per_a": 4.17, "homo_lumo_gap_ev": [6.854, 6.856]}